1.
C5H7N in the gas phase, computed with ωB97M-V with the def2-TZVPD basis set.

The geometry in ORCA input format:
```
! wB97M-V def2-TZVPD RIJCOSX def2/J DEFGRID3
* xyz 0 1
H 0.909 -1.420 -1.044
C 0.690 0.753 -0.237
H -1.396 1.585 0.339
C 1.427 -0.099 0.792
C -1.357 -0.235 -1.119
H -1.558 -0.745 1.092
C 0.597 -0.753 -0.224
H 1.243 1.383 -0.929
H 1.110 -0.203 1.822
C -0.818 0.804 -0.158
N -0.911 -0.604 0.277
H 2.495 -0.179 0.609
H -2.431 -0.287 -1.219
*
```

Energy: -6781.9152 eV
Relative energy (zero: lowest compared OMol25 entry of this formula, charge and spin): 636.5 kJ/mol
Kohn-Sham gap: 7.60 eV

The natural (NBO) scheme yields these atomic charges, measured in e: number 1, H, carries 0.26; number 2, C, carries -0.25; number 3, H, carries 0.20; number 4, C, carries -0.45; number 5, C, carries -0.47; number 6, H, carries 0.44; number 7, C, carries 0.01; number 8, H, carries 0.23; number 9, H, carries 0.22; number 10, C, carries -0.11; number 11, N, carries -0.45; number 12, H, carries 0.23; number 13, H, carries 0.15

2.
C3H6O2S2 in the gas phase, computed with ωB97M-V with the def2-TZVPD basis set.

The geometry in ORCA input format:
```
! wB97M-V def2-TZVPD RIJCOSX def2/J DEFGRID3
* xyz 0 1
H -0.969 2.079 0.488
C -0.675 1.035 0.537
S 0.152 0.818 2.141
S 0.081 -1.151 2.640
C 0.246 0.813 -0.673
H 1.143 -1.531 1.926
H -0.348 -2.254 -1.168
H 1.314 0.832 -0.409
C 0.180 -0.467 -1.425
O 0.314 -0.675 -2.594
H 0.183 1.648 -1.355
O -0.084 -1.518 -0.587
H -1.536 0.371 0.480
*
```

Energy: -28974.0465 eV
Relative energy (zero: lowest compared OMol25 entry of this formula, charge and spin): 23.8 kJ/mol
Kohn-Sham gap: 9.77 eV
Structure (SMILES): O=C(O)CCSS

The natural (NBO) scheme yields these atomic charges, measured in e: number 1, H, carries 0.24; number 2, C, carries -0.54; number 3, S, carries 0.09; number 4, S, carries -0.11; number 5, C, carries -0.54; number 6, H, carries 0.12; number 7, H, carries 0.50; number 8, H, carries 0.25; number 9, C, carries 0.80; number 10, O, carries -0.58; number 11, H, carries 0.24; number 12, O, carries -0.71; number 13, H, carries 0.24

3.
An isolated ion of composition C6H16N3 and charge +1, computed with ωB97M-V with the def2-TZVPD basis set.

The geometry in ORCA input format:
```
! wB97M-V def2-TZVPD RIJCOSX def2/J DEFGRID3
* xyz 1 1
H 2.754 0.901 1.210
H -2.058 0.492 -1.568
H -1.508 1.665 0.952
N 1.119 -0.072 -1.271
H 2.572 1.436 -2.298
H -0.648 -1.647 -1.395
C 2.989 1.346 -1.237
C -0.763 0.905 0.858
N -0.182 -1.117 -0.668
H -0.302 0.650 1.773
H 2.784 2.241 -0.695
H 1.687 -0.534 1.344
H -2.893 -1.145 -1.101
H 4.034 1.076 -1.240
H 0.385 -1.834 -0.190
H -3.346 0.344 -0.253
H -0.062 1.386 0.177
H -0.933 -1.375 2.075
C 2.032 0.351 -0.477
C -1.717 -1.318 1.275
H -2.583 -0.898 1.682
C -1.285 -0.401 0.173
H -1.998 -2.353 0.905
N 2.389 0.031 0.782
C -2.467 -0.131 -0.813
*
```

Energy: -10943.2387 eV
Relative energy (zero: lowest compared OMol25 entry of this formula, charge and spin): 155.4 kJ/mol
Kohn-Sham gap: 11.05 eV
Structure (SMILES): C/C(N)=N/[NH2+]C(C)(C)C

The natural (NBO) scheme yields these atomic charges, measured in e: number 1, H, carries 0.42; number 2, H, carries 0.23; number 3, H, carries 0.25; number 4, N, carries -0.27; number 5, H, carries 0.27; number 6, H, carries 0.43; number 7, C, carries -0.63; number 8, C, carries -0.63; number 9, N, carries -0.48; number 10, H, carries 0.21; number 11, H, carries 0.23; number 12, H, carries 0.40; number 13, H, carries 0.22; number 14, H, carries 0.26; number 15, H, carries 0.41; number 16, H, carries 0.25; number 17, H, carries 0.22; number 18, H, carries 0.21; number 19, C, carries 0.42; number 20, C, carries -0.63; number 21, H, carries 0.25; number 22, C, carries 0.14; number 23, H, carries 0.22; number 24, N, carries -0.78; number 25, C, carries -0.64

4.
C5H8O2 in the gas phase, computed with ωB97M-V with the def2-TZVPD basis set.

The geometry in ORCA input format:
```
! wB97M-V def2-TZVPD RIJCOSX def2/J DEFGRID3
* xyz 0 1
C 0.387 -1.208 0.757
C 0.731 0.279 1.137
H 0.823 1.285 -0.882
C -0.446 -0.433 -0.958
H 1.260 0.551 2.048
H 0.605 -2.067 1.386
O 0.425 -1.500 -0.614
C 0.230 0.618 -1.757
H 1.137 0.314 -2.287
O -1.865 0.002 1.457
H -1.897 0.827 1.962
H -1.474 -0.718 -1.164
H -0.448 1.220 -2.380
H 1.099 1.060 0.282
C -0.630 -0.155 0.869
*
```

Energy: -9405.0282 eV
Relative energy (zero: lowest compared OMol25 entry of this formula, charge and spin): 463.5 kJ/mol
Kohn-Sham gap: 9.44 eV
Structure (SMILES): C[C@H]1O[C@H]2C[C@]21O

The natural (NBO) scheme yields these atomic charges, measured in e: number 1, C, carries 0.08; number 2, C, carries -0.49; number 3, H, carries 0.18; number 4, C, carries 0.08; number 5, H, carries 0.24; number 6, H, carries 0.21; number 7, O, carries -0.53; number 8, C, carries -0.64; number 9, H, carries 0.24; number 10, O, carries -0.68; number 11, H, carries 0.48; number 12, H, carries 0.20; number 13, H, carries 0.23; number 14, H, carries 0.18; number 15, C, carries 0.21

5.
C6H13N in the gas phase, computed with ωB97M-V with the def2-TZVPD basis set.

The geometry in ORCA input format:
```
! wB97M-V def2-TZVPD RIJCOSX def2/J DEFGRID3
* xyz 0 1
H -4.005 0.580 -1.812
C 2.432 0.085 0.529
C -0.010 0.135 0.676
C 1.288 -0.864 0.376
H -2.837 1.004 0.165
H -2.491 -1.005 -0.048
H 0.245 1.232 0.816
C 3.144 0.151 1.619
C -2.340 0.098 -0.493
H -0.763 -0.203 1.442
N -0.859 0.305 -0.581
H 2.710 0.822 -0.334
H 3.961 0.704 1.913
H 1.148 -1.161 -0.684
H 3.018 -0.447 2.537
H 1.396 -1.687 1.144
C -2.918 0.089 -1.861
H -2.992 -0.896 -2.306
H -0.393 -0.111 -1.339
H -2.560 0.875 -2.506
*
```

Energy: -7919.7356 eV
Relative energy (zero: lowest compared OMol25 entry of this formula, charge and spin): 298.9 kJ/mol
Kohn-Sham gap: 9.45 eV
Structure (SMILES): C=CCCNCC

The natural (NBO) scheme yields these atomic charges, measured in e: number 1, H, carries 0.21; number 2, C, carries -0.17; number 3, C, carries -0.22; number 4, C, carries -0.45; number 5, H, carries 0.19; number 6, H, carries 0.17; number 7, H, carries 0.21; number 8, C, carries -0.42; number 9, C, carries -0.22; number 10, H, carries 0.19; number 11, N, carries -0.67; number 12, H, carries 0.21; number 13, H, carries 0.20; number 14, H, carries 0.21; number 15, H, carries 0.18; number 16, H, carries 0.23; number 17, C, carries -0.64; number 18, H, carries 0.21; number 19, H, carries 0.35; number 20, H, carries 0.22

6.
C25H33N3O5S in the gas phase, computed with ωB97M-V with the def2-TZVPD basis set.

The geometry in ORCA input format:
```
! wB97M-V def2-TZVPD RIJCOSX def2/J DEFGRID3
* xyz 0 1
C -3.642 -2.775 3.328
H -0.362 -2.980 3.356
C 0.391 -2.470 1.407
H -1.180 -1.590 2.592
C -3.277 -1.988 4.414
C -0.752 -2.592 2.413
C 1.652 -0.497 -3.183
H 2.398 6.619 -2.161
N 1.454 0.857 -3.677
H 5.112 0.200 0.453
H 1.127 -1.744 1.751
H -2.234 -4.344 3.723
H -3.011 -3.753 0.276
H -1.521 -2.602 -1.336
H -0.326 -1.146 -3.706
H -1.437 -0.606 -1.679
C -4.808 -2.463 2.639
H 0.500 -2.175 -2.533
C 3.382 2.415 0.361
H 2.305 -0.491 -2.308
C -4.055 -0.910 4.798
C 2.926 3.707 0.514
H 0.868 -3.447 1.275
C 0.211 1.488 -3.299
C 2.461 3.838 -1.826
H -5.819 0.237 4.399
N -0.121 -2.023 0.126
H -1.110 1.672 -1.607
N -1.738 -3.524 1.898
C -5.588 -1.386 3.022
C 0.239 -0.809 -0.347
H 2.134 4.343 -2.720
C 0.319 -1.140 -2.826
H -0.674 -3.915 -0.495
H 0.594 1.487 -1.185
C 1.612 6.498 -1.410
C -0.190 1.147 -1.866
C -5.211 -0.604 4.100
H -3.363 -4.689 2.400
H -6.493 -1.158 2.478
C 2.904 2.537 -1.973
H 0.725 6.065 -1.882
H 3.430 -0.391 0.661
H 0.356 2.561 -3.420
C -1.131 -2.926 -0.374
C -0.370 -0.370 -1.682
H 1.360 7.470 -0.988
C 2.467 4.445 -0.577
O 2.480 2.960 -4.502
S 2.789 1.852 -3.639
O 3.820 0.545 -1.139
H 4.537 -1.200 -0.484
H 2.924 4.173 1.487
H 3.729 1.880 1.230
O 2.052 5.716 -0.324
H -2.757 -2.051 0.749
H -5.113 -3.075 1.802
O 3.929 1.051 -3.960
H -0.574 1.176 -3.999
C -2.757 -3.908 2.868
O 1.052 -0.122 0.248
H -3.759 -0.309 5.645
C 3.384 1.801 -0.893
C 4.248 -0.244 -0.051
H 2.155 -1.061 -3.973
H -2.381 -2.227 4.969
C -2.272 -3.038 0.643
*
```

Energy: -52002.9353 eV
Relative energy (zero: lowest compared OMol25 entry of this formula, charge and spin): 297.1 kJ/mol
Kohn-Sham gap: 8.49 eV
Structure (SMILES): COc1ccc(OC)c(S(=O)(=O)N2CCC(C(=O)N3CCN(Cc4ccccc4)CC3)CC2)c1

The natural (NBO) scheme yields these atomic charges, measured in e: number 1, C, carries 0.04; number 2, H, carries 0.20; number 3, C, carries -0.22; number 4, H, carries 0.18; number 5, C, carries -0.25; number 6, C, carries -0.24; number 7, C, carries -0.23; number 8, H, carries 0.18; number 9, N, carries -0.67; number 10, H, carries 0.18; number 11, H, carries 0.24; number 12, H, carries 0.20; number 13, H, carries 0.20; number 14, H, carries 0.21; number 15, H, carries 0.21; number 16, H, carries 0.22; number 17, C, carries -0.24; number 18, H, carries 0.22; number 19, C, carries -0.26; number 20, H, carries 0.22; number 21, C, carries -0.19; number 22, C, carries -0.21; number 23, H, carries 0.19; number 24, C, carries -0.23; number 25, C, carries -0.30; number 26, H, carries 0.21; number 27, N, carries -0.45; number 28, H, carries 0.22; number 29, N, carries -0.44; number 30, C, carries -0.21; number 31, C, carries 0.71; number 32, H, carries 0.26; number 33, C, carries -0.41; number 34, H, carries 0.20; number 35, H, carries 0.25; number 36, C, carries -0.25; number 37, C, carries -0.42; number 38, C, carries -0.22; number 39, H, carries 0.20; number 40, H, carries 0.21; number 41, C, carries -0.30; number 42, H, carries 0.17; number 43, H, carries 0.20; number 44, H, carries 0.23; number 45, C, carries -0.22; number 46, C, carries -0.31; number 47, H, carries 0.20; number 48, C, carries 0.27; number 49, O, carries -0.95; number 50, S, carries 2.32; number 51, O, carries -0.50; number 52, H, carries 0.20; number 53, H, carries 0.23; number 54, H, carries 0.23; number 55, O, carries -0.49; number 56, H, carries 0.17; number 57, H, carries 0.21; number 58, O, carries -0.92; number 59, H, carries 0.19; number 60, C, carries -0.25; number 61, O, carries -0.66; number 62, H, carries 0.21; number 63, C, carries 0.30; number 64, C, carries -0.26; number 65, H, carries 0.22; number 66, H, carries 0.21; number 67, C, carries -0.22

7.
A 8-piece molecular cluster, C6H24O8 overall, computed with ωB97M-V with the def2-TZVPD basis set.

The geometry in ORCA input format:
```
! wB97M-V def2-TZVPD RIJCOSX def2/J DEFGRID3
* xyz 0 1
C 2.699 -0.777 0.738
C 0.959 -2.451 1.619
C -0.515 -2.338 1.403
O -1.942 2.925 -0.013
H -1.317 -2.017 3.120
H 2.816 -0.230 1.658
H -3.496 -1.310 0.471
H -0.704 -1.799 0.456
C 0.892 -1.082 -1.668
H 1.356 -3.435 1.366
H 0.846 -1.158 -2.751
C 1.699 -1.627 0.556
H 0.611 -0.089 -1.433
H 3.377 -0.367 -0.057
C 1.304 -2.030 -0.831
H -1.625 -0.637 -2.211
H -0.443 1.068 2.167
H 1.234 -2.280 2.671
H -1.906 2.764 -2.190
H 0.110 2.623 2.325
H 0.595 1.743 -1.031
O 1.162 2.317 -0.513
O -1.106 2.241 -2.364
O 3.421 1.613 -1.482
H -2.752 -0.405 -1.132
H 1.561 -3.003 -1.242
O -4.126 -0.576 0.597
H 2.910 1.474 -2.283
H -1.060 -3.301 1.277
H -1.181 3.361 -0.386
O -1.036 -1.434 2.412
H 0.790 2.266 0.396
H -3.566 0.081 1.017
O -0.195 1.906 1.770
H 2.891 2.031 -0.781
H -0.431 2.870 -2.640
O -2.081 -1.027 -1.459
H -1.751 2.092 0.448
*
```

Energy: -22988.7831 eV
Relative energy (zero: lowest compared OMol25 entry of this formula, charge and spin): 352.6 kJ/mol
Kohn-Sham gap: 9.31 eV
Structure (SMILES): C=CC(=C)CCO.O.O.O.O.O.O.O

The natural (NBO) scheme yields these atomic charges, measured in e: number 1, C, carries -0.39; number 2, C, carries -0.47; number 3, C, carries -0.10; number 4, O, carries -0.98; number 5, H, carries 0.47; number 6, H, carries 0.19; number 7, H, carries 0.48; number 8, H, carries 0.22; number 9, C, carries -0.35; number 10, H, carries 0.22; number 11, H, carries 0.19; number 12, C, carries -0.03; number 13, H, carries 0.17; number 14, H, carries 0.24; number 15, C, carries -0.24; number 16, H, carries 0.49; number 17, H, carries 0.52; number 18, H, carries 0.23; number 19, H, carries 0.50; number 20, H, carries 0.50; number 21, H, carries 0.48; number 22, O, carries -0.99; number 23, O, carries -0.97; number 24, O, carries -0.98; number 25, H, carries 0.49; number 26, H, carries 0.21; number 27, O, carries -0.93; number 28, H, carries 0.46; number 29, H, carries 0.18; number 30, H, carries 0.48; number 31, O, carries -0.75; number 32, H, carries 0.50; number 33, H, carries 0.47; number 34, O, carries -0.99; number 35, H, carries 0.50; number 36, H, carries 0.47; number 37, O, carries -0.97; number 38, H, carries 0.49

8.
C3HO2Pt as an isolated structure, computed with ωB97M-V with the def2-TZVPD basis set.

The geometry in ORCA input format:
```
! wB97M-V def2-TZVPD RIJCOSX def2/J DEFGRID3
* xyz 0 4
Pt -2.092 2.447 -0.322
C -0.811 0.550 0.898
O -0.925 1.344 -0.056
C 1.138 -1.563 -0.593
O 0.523 0.249 1.209
C 0.697 -0.754 0.191
H 1.471 -2.273 -1.327
*
```

⟨S²⟩: 3.787
Energy: -10455.8615 eV
Relative energy (zero: lowest compared OMol25 entry of this formula, charge and spin): 71.2 kJ/mol
Kohn-Sham gap (spin up / spin down): 5.87 / 7.17 eV

The natural (NBO) scheme yields these atomic charges, measured in e: number 1, Pt, carries 0.40; number 2, C, carries 0.50; number 3, O, carries -0.60; number 4, C, carries -0.31; number 5, O, carries -0.47; number 6, C, carries 0.23; number 7, H, carries 0.25

9.
C6H9NO as an isolated structure, computed with ωB97M-V with the def2-TZVPD basis set.

The geometry in ORCA input format:
```
! wB97M-V def2-TZVPD RIJCOSX def2/J DEFGRID3
* xyz 0 1
C 1.578 -0.668 0.703
H -1.288 -0.577 1.835
C -0.431 1.304 -0.960
H -1.935 -0.212 -2.228
H -0.847 1.547 0.160
H -0.040 0.512 2.376
H -0.309 2.353 -1.417
C 0.669 0.539 -0.570
H 1.786 -0.543 1.818
H 1.285 0.340 -1.590
O 1.831 0.666 0.461
C -1.294 -0.035 -1.382
H 2.172 -1.477 0.084
N -0.712 0.164 1.624
C -0.973 -1.190 -0.697
C -0.023 -0.435 0.383
H -1.469 -2.288 -0.601
*
```

Energy: -9898.2770 eV
Relative energy (zero: lowest compared OMol25 entry of this formula, charge and spin): 707.0 kJ/mol
Kohn-Sham gap: 9.89 eV

The natural (NBO) scheme yields these atomic charges, measured in e: number 1, C, carries -0.10; number 2, H, carries 0.37; number 3, C, carries -0.51; number 4, H, carries 0.21; number 5, H, carries 0.27; number 6, H, carries 0.39; number 7, H, carries 0.24; number 8, C, carries 0.04; number 9, H, carries 0.19; number 10, H, carries 0.21; number 11, O, carries -0.56; number 12, C, carries -0.14; number 13, H, carries 0.18; number 14, N, carries -0.85; number 15, C, carries -0.25; number 16, C, carries 0.06; number 17, H, carries 0.25